(1)
DFT (ωB97M-V/def2-TZVPD) results for a molecular structure, C34H42F5N4O5OsSSiTe at a distorted geometry.

Geometry (Å):
Os (0.334943, -0.011605, 1.604021)
C (-0.505165, 0.826804, 4.437096)
C (0.158607, 2.148730, 3.981531)
N (0.990561, 1.960256, 2.778480)
C (2.451435, 1.980254, 2.987413)
C (3.139346, 0.929488, 2.129476)
N (2.377937, -0.348172, 2.097119)
C (2.444114, -1.179440, 3.328843)
C (1.448059, -0.709711, 4.382131)
N (0.133627, -0.339456, 3.782169)
H (-1.555232, 0.814899, 4.149463)
H (-0.455901, 0.720970, 5.521765)
H (0.756105, 2.582618, 4.783277)
H (-0.628441, 2.858092, 3.740549)
H (0.698914, 2.629060, 2.071423)
H (2.664852, 1.816824, 4.041788)
H (2.866135, 2.957749, 2.736516)
H (4.155184, 0.751408, 2.488853)
H (3.207573, 1.271148, 1.095499)
H (2.789229, -0.897384, 1.340372)
H (3.454940, -1.174532, 3.743996)
H (2.208281, -2.198712, 3.025541)
H (1.821090, 0.159698, 4.918703)
H (1.311552, -1.500771, 5.119732)
H (-0.507488, -1.127955, 3.840536)
C (1.397313, -6.045034, 1.834404)
C (0.752587, -4.936090, 2.365532)
C (0.620915, -3.780525, 1.606544)
C (1.139570, -3.697466, 0.314230)
C (1.797615, -4.824086, -0.195809)
C (1.916999, -5.988662, 0.548644)
Si (1.107531, -2.225085, -0.813537)
C (2.887248, -2.015700, -1.351910)
C (3.241782, -1.668717, -2.658617)
C (4.573802, -1.517613, -3.026323)
C (5.580878, -1.699912, -2.090145)
C (5.257702, -2.053682, -0.785963)
C (3.926525, -2.222080, -0.431150)
C (0.072582, -2.416786, -2.366091)
C (-0.251624, -3.664247, -2.906365)
C (-0.988260, -3.751203, -4.070684)
C (-1.424336, -2.599789, -4.730370)
C (-1.119985, -1.356217, -4.225675)
C (-0.382415, -1.260649, -3.042969)
H (1.487944, -6.952090, 2.417843)
H (0.330339, -4.983636, 3.361848)
H (0.058320, -2.947236, 2.011674)
H (2.249400, -4.787487, -1.182372)
H (2.421070, -6.849141, 0.128434)
H (2.470366, -1.512339, -3.404552)
H (4.825952, -1.263104, -4.047793)
H (6.617603, -1.581398, -2.377407)
H (6.042472, -2.221727, -0.058966)
H (3.697536, -2.585331, 0.570534)
H (0.054154, -4.572291, -2.401476)
H (-1.243271, -4.723683, -4.472308)
H (-2.002066, -2.689250, -5.640898)
H (-1.453521, -0.457369, -4.725615)
H (-0.053664, -0.282763, -2.704084)
F (-2.626562, -2.588627, -1.365309)
Te (-1.975416, -0.908660, -0.801880)
F (-3.138440, -0.356807, -2.186453)
F (-3.591872, -0.805992, 0.116211)
F (-1.475204, 0.946382, -1.088492)
F (-1.483389, -2.069082, 0.731652)
O (0.656259, -0.721714, -0.182428)
C (-0.602203, 3.985780, -4.584860)
C (-1.505632, 4.230278, -3.404630)
C (-2.889408, 4.120251, -3.528819)
C (-3.719594, 4.326462, -2.441679)
C (-3.162367, 4.645480, -1.207239)
C (-1.790008, 4.782980, -1.066850)
C (-0.973136, 4.577892, -2.168124)
S (-4.210623, 4.785216, 0.201821)
O (-3.355603, 4.893144, 1.349659)
O (-5.233502, 5.751296, -0.061383)
N (-5.000927, 3.355176, 0.303559)
C (-4.266406, 2.087741, 0.283968)
C (-3.538215, 1.794239, 1.618311)
C (-2.056565, 1.655103, 1.437825)
O (-1.648770, 0.346098, 1.391806)
O (-1.278740, 2.566512, 1.342347)
H (-1.122814, 3.447279, -5.375543)
H (0.272256, 3.404182, -4.289960)
H (-0.244261, 4.928381, -5.002990)
H (-3.320282, 3.865179, -4.489492)
H (-4.794231, 4.242965, -2.551773)
H (-1.382030, 5.033278, -0.098305)
H (0.101997, 4.675811, -2.063066)
H (-5.805223, 3.383999, -0.309863)
H (-3.572092, 2.034689, -0.560224)
H (-5.009208, 1.310732, 0.127903)
H (-3.920015, 0.867638, 2.039384)
H (-3.707137, 2.618809, 2.310019)

Cartesian forces (eV/Å) of the 3 atoms listed first:
0.4 -0.2 -0.4
0.0 0.0 0.0
0.0 0.0 0.0

Summary:
HOMO energy (spin up / spin down) = -10.995 / -10.994 eV
charge = +1
Kohn-Sham gap (spin up / spin down) = 8.5 / 5.5 eV
LUMO (spin up / spin down) = -2.46 / -5.54 eV
2S+1 = 5

Partial atomic charges computed with the Löwdin method, in multiples of e: Os 1.59; C -0.15; C -0.15; N -0.13; C -0.16; C -0.15; N -0.19; C -0.15; C -0.14; N -0.17; H 0.12; H 0.13; H 0.12; H 0.12; H 0.11; H 0.11; H 0.14; H 0.13; H 0.13; H 0.08; H 0.14; H 0.11; H 0.11; H 0.14; H 0.14; C -0.07; C -0.07; C -0.12; C -0.23; C -0.09; C -0.06; Si 0.53; C -0.22; C -0.07; C -0.06; C -0.07; C -0.08; C -0.12; C -0.28; C -0.07; C -0.03; C -0.04; C -0.06; C -0.19; H 0.11; H 0.11; H 0.06; H 0.11; H 0.11; H 0.10; H 0.11; H 0.11; H 0.11; H 0.10; H 0.11; H 0.12; H 0.12; H 0.12; H 0.10; F -0.38; Te 2.02; F -0.40; F -0.34; F -0.41; F -0.45; O -0.55; C -0.04; C -0.26; C -0.03; C -0.05; C -0.29; C -0.05; C -0.03; S 0.63; O -0.29; O -0.27; N -0.13; C -0.18; C -0.07; C -0.57; O -0.38; O 0.07; H 0.08; H 0.08; H 0.09; H 0.12; H 0.12; H 0.11; H 0.12; H 0.11; H 0.10; H 0.12; H 0.12; H 0.12

(2)
DFT (ωB97M-V/def2-TZVPD) results for a single C5H5ClF4O2 molecule at a distorted geometry.

Geometry (Å):
C (0.045857, 0.719909, -0.793501)
C (-0.167498, 0.662587, 0.709581)
C (-0.673505, -1.399049, -0.327718)
C (0.262119, -2.649667, -0.451208)
C (-2.154933, -1.835635, -0.413800)
O (-0.432567, -0.446746, -1.368007)
O (-0.350761, -0.777603, 0.926397)
F (1.506886, -2.250914, -0.728531)
F (-0.143019, -3.437279, -1.461029)
F (-2.348509, -2.384277, -1.643645)
F (-2.950700, -0.735673, -0.324624)
Cl (-2.614462, -2.988054, 0.711922)
H (-0.551232, 1.469274, -1.342635)
H (1.083142, 0.913858, -1.325858)
H (0.719906, 0.777188, 1.256148)
H (-0.986573, 1.183203, 1.133516)
H (0.215953, -3.345227, 0.487913)

Cartesian forces (eV/Å) of the 3 atoms listed first:
1.2 2.6 -3.0
0.7 -2.6 -0.9
1.0 0.6 0.5

Summary:
HOMO energy = -10.413 eV
SMILES = FC(F)C1(C(F)(F)Cl)OCCO1
Kohn-Sham gap = 11.2 eV
LUMO = 0.75 eV
energy relative to the best compared isomer or geometry (same formula, charge and spin) = 6.9 kcal per mole

Partial atomic charges computed with the Löwdin method, in multiples of e: C -0.17; C -0.07; C -0.38; C -0.34; C -0.90; O -0.02; O -0.04; F 0.11; F 0.08; F 0.05; F 0.07; Cl 0.90; H 0.13; H 0.17; H 0.11; H 0.12; H 0.18

(3)
DFT (ωB97M-V/def2-TZVPD) results for a single C11H13N3O molecule at a distorted geometry.

Geometry (Å):
N (-6.032456, 0.122885, -0.709154)
C (-4.919006, 0.161131, -0.436382)
C (-3.546847, 0.148280, -0.090951)
N (-2.880436, 1.302557, -0.108301)
C (-1.610518, 1.313247, 0.203231)
C (-0.860458, 0.171574, 0.567903)
N (0.453806, 0.233825, 0.944412)
C (1.224904, 1.449488, 0.828989)
H (1.978424, 1.444819, 1.623208)
H (0.592535, 2.322338, 0.974606)
C (1.963033, 1.544407, -0.518708)
O (3.016488, 0.609915, -0.593138)
C (2.711375, -0.635268, -1.175798)
H (2.479423, -0.501484, -2.243186)
C (1.568702, -1.429848, -0.505011)
H (0.652221, -1.331788, -1.091120)
H (1.841147, -2.485327, -0.495693)
C (1.275140, -0.961931, 0.927427)
H (2.213886, -0.730410, 1.434668)
H (0.781284, -1.754887, 1.491372)
H (3.649182, -1.189879, -1.095959)
H (1.258304, 1.414218, -1.349551)
H (2.428122, 2.531504, -0.600971)
C (-1.579641, -1.039163, 0.564918)
C (-2.918809, -1.053882, 0.245745)
H (-3.476880, -1.977928, 0.247059)
H (-1.101510, -1.972570, 0.814193)
H (-1.161413, 2.294177, 0.146204)

Cartesian forces (eV/Å) of the 3 atoms listed first:
-0.3 0.0 -0.1
-0.7 0.1 -0.2
1.1 -0.4 0.4

Summary:
HOMO energy = -8.313 eV
SMILES = N#Cc1ccc(N2CCCOCC2)cn1
Kohn-Sham gap = 8.8 eV
LUMO = 0.52 eV
energy relative to the best compared isomer or geometry (same formula, charge and spin) = 26.2 kcal per mole

Partial atomic charges computed with the Löwdin method, in multiples of e: N 0.15; C -0.18; C -0.32; N 0.12; C -0.08; C -0.19; N -0.09; C -0.13; H 0.13; H 0.11; C -0.18; O -0.15; C -0.21; H 0.12; C -0.13; H 0.11; H 0.11; C -0.15; H 0.13; H 0.11; H 0.12; H 0.13; H 0.13; C 0.00; C -0.01; H 0.12; H 0.10; H 0.10

(4)
DFT (ωB97M-V/def2-TZVPD) results for a molecular structure, C30H21BrIN11RuSe at a distorted geometry.

Geometry (Å):
Ru (0.009600, -0.024800, -0.067100)
N (-2.457400, -0.735700, 2.431700)
C (-1.145300, -0.842200, 2.751300)
N (-0.714100, -1.264900, 3.947600)
N (0.598900, -1.215000, 3.885700)
N (0.971900, -0.819700, 2.722900)
N (-0.093200, -0.547000, 1.958100)
C (-2.960600, -0.201000, 1.272500)
N (-4.254400, -0.137500, 0.979600)
N (-4.289700, 0.440700, -0.216600)
N (-3.106700, 0.717000, -0.631100)
N (-2.222800, 0.334400, 0.282700)
H (-3.118800, -1.107600, 3.094700)
I (2.823800, -0.221600, -1.166900)
C (2.611300, -2.235600, -0.400000)
C (3.768200, -2.951900, -0.279300)
C (3.713400, -4.296900, 0.106200)
C (2.504800, -4.889000, 0.332200)
C (1.303000, -4.170700, 0.175900)
C (0.055200, -4.806000, 0.329300)
C (-1.105800, -4.138800, 0.056000)
C (-1.069400, -2.780800, -0.292200)
C (0.116700, -2.068500, -0.323200)
C (1.335600, -2.786000, -0.171000)
H (4.718100, -2.485800, -0.490500)
H (4.634200, -4.854300, 0.193700)
H (2.446100, -5.933100, 0.604800)
H (0.034400, -5.836400, 0.650800)
H (-2.060000, -4.641900, 0.137200)
H (-2.008300, -2.285200, -0.529400)
Br (0.066700, 6.326400, 4.186200)
C (0.114600, 5.006600, 2.812700)
C (-0.321300, 3.716900, 3.075900)
C (-0.284600, 2.787600, 2.064800)
C (0.152800, 3.118200, 0.767900)
C (0.635800, 4.426000, 0.555400)
C (0.607100, 5.358600, 1.566600)
N (0.077200, 2.168300, -0.209300)
C (-0.037000, 2.516300, -1.492600)
C (-0.164200, 1.551700, -2.493700)
C (-0.232900, 1.891400, -3.870600)
C (-0.292800, 0.912700, -4.816600)
C (-0.310700, -0.430000, -4.401600)
C (-0.273800, -0.702400, -3.052600)
N (-0.198000, 0.232100, -2.111800)
H (-0.680800, 3.445600, 4.058300)
H (-0.629100, 1.778800, 2.243800)
H (1.054400, 4.703900, -0.401400)
H (0.969300, 6.362600, 1.397000)
H (-0.107300, 3.563800, -1.771000)
H (-0.219800, 2.936100, -4.138300)
H (-0.328500, 1.154100, -5.868200)
H (-0.359600, -1.236800, -5.113100)
H (-0.280900, -1.733200, -2.711300)
Se (2.614100, 0.995800, 2.032300)
C (3.086700, 2.530300, 3.057500)
C (2.612200, 2.729300, 4.348700)
C (3.020600, 3.835400, 5.068200)
C (3.888200, 4.758900, 4.507200)
C (4.362500, 4.559300, 3.218900)
C (3.967900, 3.451000, 2.494600)
H (1.933300, 2.009100, 4.783700)
H (2.661300, 3.975200, 6.076900)
H (4.193900, 5.627100, 5.073500)
H (5.052100, 5.263900, 2.772200)
H (4.340000, 3.282000, 1.491200)

Cartesian forces (eV/Å) of the 3 atoms listed first:
-1.2 -0.2 -1.4
-0.7 -0.1 0.1
1.7 0.0 -0.1

Summary:
HOMO energy (spin up / spin down) = -4.441 / -4.420 eV
charge = -1
Kohn-Sham gap (spin up / spin down) = 5.4 / 5.3 eV
LUMO (spin up / spin down) = 0.92 / 0.92 eV
energy relative to the best compared isomer or geometry (same formula, charge and spin) = 0.0 kcal per mole
2S+1 = 2

Partial atomic charges computed with the Löwdin method, in multiples of e: Ru 0.92; N 0.14; C -0.45; N 0.02; N -0.09; N -0.23; N -0.13; C -0.48; N 0.01; N -0.13; N -0.10; N -0.06; H 0.14; I 0.98; C -0.54; C -0.17; C -0.09; C -0.04; C -0.18; C -0.06; C -0.09; C -0.13; C -0.27; C -0.24; H 0.08; H 0.10; H 0.11; H 0.10; H 0.10; H 0.09; Br 0.71; C -0.67; C -0.12; C -0.03; C -0.30; C -0.02; C -0.13; N 0.00; C -0.07; C -0.27; C -0.01; C -0.07; C -0.04; C -0.14; N -0.08; H 0.11; H 0.09; H 0.11; H 0.10; H 0.12; H 0.11; H 0.10; H 0.10; H 0.11; Se 0.80; C -0.63; C -0.14; C -0.11; C -0.12; C -0.11; C -0.15; H 0.10; H 0.10; H 0.09; H 0.09; H 0.09

| no. | molecular weight (g mol⁻¹) |
| --- | --- |
| 1 | 1059.7 |
| 2 | 208.5 |
| 3 | 203.2 |
| 4 | 922.4 |